91
Properties=species:S:1:pos:R:3:forces:R:3:mulliken_spin:R:1 method="wB97M-V/def2-TZVPD" total_energy_ha=-5286.5087 homo_ev="-5.79 / -7.50" lumo_energy_ev="0.30 / -1.67" spin_multiplicity=5
Os -0.37061 -0.56960 0.41966 4.427 -0.309 0.517 1.575
C -1.66310 -0.18247 2.05616 -0.974 -0.044 0.229 -0.032
C -1.69018 0.98965 1.20991 -1.293 0.778 -0.372 0.031
C -2.19096 0.53393 -0.07510 -0.832 0.933 0.689 0.317
Si -1.36008 2.79156 1.67953 0.706 0.023 -0.406 -0.010
C -2.45715 -0.85148 -0.01074 -0.646 -0.498 0.043 -0.106
C -2.11184 -1.34524 1.31638 -1.236 -0.033 0.407 0.132
Si -1.85106 -3.15889 1.70499 0.641 0.379 -0.483 -0.020
H -1.39761 -0.19004 3.10914 0.217 0.048 -0.253 -0.013
H -2.34308 1.16353 -0.94502 0.036 -0.131 0.139 0.068
H -2.87718 -1.45398 -0.80383 0.003 0.090 0.135 -0.002
Cl 1.36941 -0.37046 -4.31491 -0.233 -0.152 0.470 0.014
C -1.59494 -3.38573 3.52840 -0.265 -0.224 0.206 0.012
C -3.31451 -4.11744 1.05799 -0.139 -0.130 0.202 0.007
C -1.08429 2.89201 3.51984 -0.146 -0.030 0.092 -0.003
C -2.82082 3.90820 1.30493 -0.126 -0.234 0.065 0.006
H -4.22582 -3.64879 1.45207 0.093 -0.152 -0.099 -0.001
H -3.27111 -5.14791 1.42965 -0.087 0.073 -0.152 0.001
H -3.38024 -4.13673 -0.03449 -0.065 -0.024 0.201 0.000
H -1.51564 -2.42933 4.05507 0.030 -0.169 -0.034 -0.005
H -0.69704 -3.97687 3.74078 -0.172 0.125 0.013 0.001
H -2.46850 -3.92495 3.91627 0.181 0.102 0.172 0.002
H -3.69828 3.47871 1.80692 0.042 0.213 -0.115 0.000
H -3.04612 4.01537 0.24025 -0.033 0.040 0.194 0.000
H -2.62880 4.90410 1.72897 -0.062 -0.206 -0.103 0.001
H -2.07005 3.00782 3.99149 0.236 -0.028 0.067 0.001
H -0.46743 3.76381 3.76876 -0.152 -0.165 0.019 0.000
H -0.60304 2.00003 3.93396 -0.064 0.202 -0.052 0.007
C -0.22291 -3.68208 0.82051 0.172 -0.507 -0.061 0.066
C 0.17736 3.41435 0.73139 -0.005 0.287 -0.049 -0.013
P 0.24795 -2.57283 -0.56598 -0.872 -0.199 0.486 -0.259
H -0.32353 -4.71868 0.46225 0.179 0.047 0.182 0.004
H 0.57803 -3.64907 1.57503 -0.600 -0.197 -0.423 -0.034
P 0.41565 2.67968 -0.94353 -0.355 -0.280 0.034 0.103
H 1.05782 3.15289 1.33798 -0.303 0.120 -0.188 -0.001
H 0.13464 4.51508 0.67922 -0.015 -0.233 0.183 0.008
C 1.89309 3.51039 -1.78413 -0.479 0.056 0.035 0.020
C -1.03679 3.45007 -1.86045 0.490 -0.170 0.287 0.026
C -0.95505 -3.39544 -1.80290 0.376 0.398 0.152 0.013
C 2.02091 -2.78438 -1.14035 -0.310 -0.102 -0.145 0.007
C 3.00673 -1.76474 -0.54824 -0.024 0.197 0.071 0.040
H 1.93984 -2.59739 -2.22707 0.035 -0.170 0.244 0.009
C 2.57391 -4.17917 -0.87911 0.178 -0.298 -0.218 0.000
H 2.75402 -4.31558 0.19181 -0.080 -0.036 -0.204 0.003
H 3.53837 -4.26418 -1.39537 -0.109 -0.101 0.128 -0.001
H 1.92529 -4.98079 -1.23589 0.171 0.080 0.076 0.000
H 2.55183 -0.80340 -0.28787 0.063 -0.299 -0.328 -0.040
H 3.83252 -1.57632 -1.24948 -0.198 -0.131 0.122 0.000
H 3.42605 -2.15379 0.38660 -0.018 0.097 -0.275 -0.004
H -1.79773 -3.67891 -1.14756 0.470 0.134 -0.152 0.000
C -0.34460 -4.66991 -2.38037 -0.232 -0.200 -0.197 -0.001
C -1.54346 -2.54688 -2.93058 -0.010 -0.193 -0.202 0.005
H -0.09242 -5.40804 -1.61106 -0.006 0.174 -0.160 0.000
H 0.54926 -4.44823 -2.97692 -0.185 -0.082 0.101 0.000
H -1.08507 -5.13282 -3.04493 0.180 -0.016 0.048 0.000
H -2.05250 -1.64574 -2.57321 0.245 -0.125 -0.115 -0.005
H -2.30329 -3.15376 -3.44793 0.206 0.157 0.062 0.000
H -0.78000 -2.27556 -3.66981 -0.183 0.009 0.089 0.001
H -1.89008 3.25333 -1.19119 0.211 0.138 -0.283 0.012
C -1.30070 2.73717 -3.19557 -0.184 0.252 0.081 0.011
C -0.87316 4.95655 -2.04565 -0.488 0.029 -0.207 0.001
H -0.80651 5.49349 -1.09353 -0.020 -0.094 -0.141 0.001
H -1.74460 5.33068 -2.59608 0.095 0.187 0.103 0.000
H 0.01212 5.19612 -2.64376 -0.207 0.016 0.106 0.000
H -1.52288 1.67047 -3.06374 0.139 0.224 -0.018 -0.001
H -0.45013 2.83834 -3.88408 -0.144 -0.079 0.115 0.001
H -2.17712 3.19660 -3.67379 0.202 -0.090 -0.033 0.000
C 2.93345 2.50906 -2.32799 -0.007 0.049 0.153 0.008
C 2.50592 4.54470 -0.84733 0.286 0.232 -0.264 0.000
H 1.46339 4.01648 -2.66449 0.247 -0.050 0.325 -0.001
H 2.87477 4.06974 0.07067 -0.061 0.206 -0.163 0.002
H 1.78982 5.33318 -0.58180 0.187 -0.210 -0.001 0.000
H 3.35233 5.02069 -1.35749 -0.028 0.014 0.189 0.000
H 3.09713 1.66490 -1.64369 -0.015 0.228 -0.329 0.007
H 3.89264 3.03131 -2.46048 -0.185 -0.165 -0.010 0.000
H 2.63603 2.11421 -3.30845 0.039 -0.005 0.282 0.000
C 0.64403 -0.07109 -2.65078 0.549 0.630 -0.960 0.223
H 1.31136 -0.51781 -1.89908 -0.475 0.331 -0.527 0.006
H 0.62947 1.02469 -2.53971 0.047 -0.969 -0.011 0.008
H -0.37615 -0.46379 -2.66915 0.527 0.091 0.163 -0.105
Cl 2.40720 -3.10996 2.61191 0.518 -0.114 0.215 0.101
C 1.57627 -1.58333 2.82567 -0.568 -0.231 1.957 0.456
C 1.30395 -0.65966 1.77872 -0.173 -0.580 -1.471 0.866
C 1.95709 0.55934 2.04336 0.829 1.935 1.475 0.091
Cl 2.90822 1.39273 0.83439 -0.036 -0.039 0.174 0.077
C 1.93471 1.08667 3.34024 -0.171 -0.114 -1.935 0.007
Cl 2.38013 2.72440 3.63058 0.377 0.057 0.281 0.013
C 1.49215 0.25218 4.39754 -0.348 -0.992 -0.164 0.263
Cl 1.11579 0.89433 5.93370 0.001 0.086 0.152 0.051
C 1.43035 -1.13667 4.15471 -0.162 0.267 -1.012 -0.039
Cl 1.23720 -2.25265 5.44727 0.152 -0.133 0.389 0.013